Entry 1:
This record from OMol25 describes a cluster of 2 separate species, C9H15N4 in total at a distorted geometry. The level of theory is the ωB97M-V functional and the def2-TZVPD basis.

Results
Strongest force on any atom, eV/Å: 4.13
Frontier orbital gap (alpha / beta), eV: 8.4286 / 8.4266
Charge: +1
LUMO (alpha / beta), eV: -4.003 / -4.004

Atoms and positions in Å:
C -3.161 -0.869 -0.711
C -3.608 0.074 0.227
C -1.804 -1.027 -0.939
C -2.683 0.797 0.978
C -1.004 -0.408 0.063
C 2.649 0.033 0.976
C 2.752 -1.002 -0.166
C 1.187 0.158 1.342
C 1.364 -1.400 -0.468
N -1.411 0.438 0.983
N 0.146 2.182 -0.720
N 0.773 1.175 -1.113
N 0.498 -0.406 0.173
H -3.913 -1.308 -1.389
H -4.626 0.471 0.260
H -1.441 -1.591 -1.757
H -2.953 1.637 1.625
H 3.188 -0.370 1.898
H 3.098 1.034 0.646
H 3.165 -0.537 -1.079
H 3.407 -1.965 0.037
H 0.998 -0.294 2.307
H 0.900 1.174 1.514
H 1.078 -1.578 -1.564
H 1.112 -2.300 0.093
H -0.759 2.514 -1.045
H 0.699 2.846 -0.227
H 0.348 0.523 -1.942

Here are the natural (NBO) charges for atoms 1 to 6, given in e: C -0.1304; C -0.2561; C -0.3014; C 0.0573; C 0.3602; C -0.4219


Entry 2:
This record from OMol25 describes an isolated molecule of C9H15NOS at a distorted geometry. The level of theory is the ωB97M-V functional and the def2-TZVPD basis.

Results
Strongest force on any atom, eV/Å: 5.85
2S+1: 3
Frontier orbital gap (alpha / beta), eV: 7.6085 / 6.2271
Expectation value of S²: 2.006
LUMO (alpha / beta), eV: 0.730 / -2.953

Atoms and positions in Å:
C 0.614 2.424 -1.667
C -0.682 2.105 0.458
C 0.037 -2.589 0.725
C 1.369 -1.892 0.525
C -0.850 -2.185 -0.459
C 1.168 -0.437 0.468
C -1.100 -0.621 -0.477
C 0.184 0.184 -0.620
C -0.777 3.587 0.530
N 0.019 1.569 -0.566
O -1.061 1.451 1.380
S 1.098 1.939 -3.105
H 0.920 3.390 -1.339
H 0.051 -3.738 0.723
H -0.315 -2.291 1.649
H 2.183 -2.053 1.308
H 1.954 -2.247 -0.386
H -0.590 -2.662 -1.369
H -1.909 -2.602 -0.175
H 0.559 -0.005 1.400
H 2.139 -0.004 0.337
H -1.959 -0.470 -1.107
H -1.545 -0.509 0.526
H 0.602 0.103 -1.590
H -1.236 4.058 -0.293
H 0.178 4.082 0.802
H -1.474 3.656 1.350

Here are the natural (NBO) charges for atoms 1 to 6, given in e: C -0.4382; C 0.6888; C -0.4043; C -0.4101; C -0.3796; C -0.4210


Entry 3:
This record from OMol25 describes an isolated molecule of C9H15NP2. The level of theory is the ωB97M-V functional and the def2-TZVPD basis.

Results
Strongest force on any atom, eV/Å: 0.93
Frontier orbital gap, eV: 9.0650
SMILES string: C/N=C(\P)C1=CC[C@@H](P)C=C1C
LUMO, eV: 0.836

Atoms and positions in Å:
C -2.654 -2.834 0.557
N -1.632 -2.083 -0.090
C -1.303 -0.937 0.297
P -2.070 -0.003 1.732
C -0.262 -0.163 -0.406
C -0.569 0.685 -1.393
C 0.500 1.497 -2.057
C 1.549 1.873 -1.017
P 0.764 3.044 0.251
C 1.995 0.662 -0.264
C 1.124 -0.303 0.048
C 1.484 -1.519 0.841
H -3.341 -3.199 -0.208
H -3.209 -2.245 1.306
H -2.198 -3.699 1.043
H -1.511 -0.829 2.705
H -1.020 0.907 1.801
H -1.581 0.766 -1.761
H 0.963 0.909 -2.860
H 0.071 2.396 -2.507
H 2.398 2.385 -1.481
H 0.805 4.165 -0.582
H 1.982 3.389 0.840
H 3.020 0.621 0.076
H 0.968 -1.508 1.802
H 2.555 -1.560 1.021
H 1.171 -2.416 0.309

Here are the natural (NBO) charges for atoms 1 to 6, given in e: C -0.4345; N -0.4107; C 0.0662; P 0.2184; C -0.1060; C -0.1389


Entry 4:
This record from OMol25 describes a structure of composition C9H15O3PPdTe at a distorted geometry. The level of theory is the ωB97M-V functional and the def2-TZVPD basis.

Results
Strongest force on any atom, eV/Å: 1.66
Frontier orbital gap (alpha / beta), eV: 6.1423 / 6.1435
LUMO (alpha / beta), eV: -1.087 / -1.106

Atoms and positions in Å:
Pd -1.043 0.257 -1.815
C -3.029 -1.034 -2.194
C -2.327 -0.813 -3.408
C -2.325 0.584 -3.678
C -2.975 1.230 -2.596
C -3.393 0.228 -1.677
H -3.219 -1.994 -1.742
H -1.915 -1.566 -4.060
H -1.914 1.053 -4.557
H -3.116 2.293 -2.488
H -3.891 0.413 -0.739
C 1.903 -2.538 1.623
C 0.523 -2.067 2.018
O -0.080 -1.279 0.970
P 0.313 0.197 0.578
O -0.870 1.113 0.380
Te 1.556 0.258 -1.499
O 1.198 0.602 1.841
C 1.616 1.972 2.051
C 3.087 2.132 1.751
H 2.314 -3.164 2.417
H 2.582 -1.701 1.460
H 1.855 -3.129 0.709
H 0.526 -1.486 2.938
H -0.156 -2.909 2.143
H 1.400 2.174 3.100
H 0.994 2.631 1.444
H 3.689 1.494 2.399
H 3.387 3.168 1.916
H 3.308 1.880 0.715

Here are the natural (NBO) charges for atoms 1 to 6, given in e: Pd 0.6400; C -0.3547; C -0.2387; C -0.3170; C -0.3322; C -0.2083


Looking at relative energy (zero: lowest compared OMol25 entry of this formula, charge and spin) for the records above, in order, we have 262.25 0.00 0.00 74.65 kJ/mol.
Looking at total energy for the records above, in order, we have -15527.08050 -23945.10441 -29641.76277 -35781.55118 eV.